Entry from the Open Molecules 2025 dataset: an isolated ion of composition C7H14NO2 and charge +1 in a non-equilibrium geometry (ωB97M-V/def2-TZVPD).

XYZ file:
```
24
Properties=species:S:1:pos:R:3:forces:R:3
C -1.6964 0.4973 0.6539 -0.267 -2.408 0.536
C -0.9580 -0.7303 2.5850 0.550 0.195 0.714
C -0.6295 -1.1736 -1.8854 3.045 1.154 -0.176
C 1.9289 0.4394 -0.3254 -1.678 -0.488 0.728
C -0.1784 2.3134 0.8644 2.636 3.198 0.694
C 0.0185 -1.2965 -0.4507 -0.923 0.444 -1.026
C 0.4338 0.1234 0.0345 3.544 -1.165 -1.642
N -0.3591 0.9794 0.5208 -1.996 -1.815 -0.569
O -1.8693 -0.0626 2.0096 -1.565 1.932 -0.941
O -0.9131 -2.0274 0.3398 0.748 0.465 -2.194
H -1.9517 -0.3306 -0.0281 0.306 0.779 0.520
H -2.3529 1.2913 0.4748 -1.193 1.089 0.514
H -1.4568 -0.8287 3.5652 0.398 -0.731 0.255
H -0.5614 -2.0891 -2.4667 0.189 -0.159 0.314
H -1.6389 -0.9342 -1.7730 -1.594 0.511 -0.049
H -0.0756 -0.3528 -2.4761 -0.998 -1.184 0.762
H 2.2136 0.1879 -1.3399 -0.504 -0.060 -0.339
H 2.6063 -0.1232 0.2836 0.054 -0.889 0.621
H 2.2253 1.4233 -0.0969 -0.002 1.422 -0.047
H 0.0999 2.5463 1.9176 -0.173 -0.848 -0.472
H -1.0497 2.9078 0.6830 -0.580 0.064 -0.374
H 0.6520 2.7149 0.2522 -0.545 0.021 0.354
H 1.0040 -1.7289 -0.5539 -0.013 -0.905 0.147
H -0.4243 -2.2756 1.0990 0.558 -0.622 1.670
```
Positions in Å, forces in eV/Å.

Computed properties:
E, Ha: -479.94233
2S+1: 1
Charge: +1
Frontier orbital gap, eV: 8.57
Highest occupied orbital energy, eV: -12.82
Energy above the lowest of the compared OMol25 structures with the same formula, charge and spin, kJ/mol: 478.3

Here are the Löwdin charges for atoms 1 to 6, given in e:
1. C -0.06
2. C 0.10
3. C 0.02
4. C 0.06
5. C 0.01
6. C -0.32

Entry from the Open Molecules 2025 dataset: an isolated ion of composition C7H14NO2 and charge +1 in a non-equilibrium geometry (ωB97M-V/def2-TZVPD).

XYZ file:
```
24
Properties=species:S:1:pos:R:3:forces:R:3
C 2.7531 -0.0780 -0.8623 1.179 -1.979 1.555
C 1.5809 -1.0722 -0.5224 0.046 -2.144 -0.653
N 0.2196 -0.4255 -0.3257 -0.084 0.284 -1.257
C -0.8406 -1.4063 -0.0071 0.756 -1.899 0.264
C -2.1832 -0.7695 0.2359 -1.226 -0.688 1.369
C -2.4550 0.5297 0.5127 1.313 -0.153 0.462
C -1.3453 1.6037 0.2603 1.580 -3.002 0.019
O -1.2474 1.8495 -1.1123 0.793 -1.356 -0.296
C 0.1487 0.7065 0.6094 -1.364 2.594 1.626
O 0.1846 0.1327 1.8881 0.213 -0.647 -0.667
H 2.9634 0.7494 -0.0708 -0.495 -1.518 -1.643
H 3.6774 -0.7927 -0.8816 -1.462 1.399 0.288
H 2.6945 0.2311 -1.8956 -0.264 0.696 -0.032
H 1.7204 -1.7197 0.4075 0.171 1.183 -1.114
H 1.3962 -1.9026 -1.4086 0.581 2.352 2.076
H -0.0221 0.0360 -1.1946 -0.132 0.160 -0.748
H -0.4307 -1.7794 0.9667 -0.983 -0.017 -0.502
H -0.7807 -2.3651 -0.6847 -0.337 2.284 0.779
H -2.9108 -1.6132 0.4949 0.675 1.614 -0.471
H -3.3398 0.8536 1.0858 0.190 -0.396 -0.881
H -1.3814 2.5574 0.7964 -0.036 -0.591 0.460
H -1.5462 2.6957 -1.3885 -0.434 1.214 -0.150
H 1.0347 1.3346 0.3961 -0.660 -0.067 0.135
H 0.1096 0.6443 2.7006 -0.019 0.677 -0.619
```
Positions in Å, forces in eV/Å.

Computed properties:
E, Ha: -480.02671
2S+1: 1
Charge: +1
Frontier orbital gap, eV: 10.90
Highest occupied orbital energy, eV: -13.62
Energy above the lowest of the compared OMol25 structures with the same formula, charge and spin, kJ/mol: 256.8

Here are the Löwdin charges for atoms 1 to 6, given in e:
1. C -0.06
2. C -0.15
3. N -0.11
4. C -0.12
5. C -0.05
6. C 0.00

Entry from the Open Molecules 2025 dataset: a 2-piece molecular cluster, C7H14NP overall in a non-equilibrium geometry (ωB97M-V/def2-TZVPD).

XYZ file:
```
23
Properties=species:S:1:pos:R:3:forces:R:3
C -0.2154 0.1823 -0.3121 0.644 1.351 2.517
C -3.6133 -0.1464 0.0451 1.711 0.357 -1.857
C -4.9006 -0.4754 -0.6600 -0.290 2.099 0.832
C 2.0943 -0.4134 1.4672 -2.563 2.144 -1.397
C 3.5568 0.3080 -0.3979 3.311 -3.001 0.498
C 1.1608 0.4568 -0.7287 1.944 -0.341 -2.070
C 2.2551 -0.4079 -0.0933 -0.890 0.120 1.230
N -3.4955 0.5800 1.0147 -0.417 0.445 1.174
P -1.2672 -0.5296 -1.2965 -3.234 -0.580 -0.070
H -0.2473 0.5886 0.7484 -1.098 -0.658 -1.093
H -4.9763 -0.0717 -1.6591 0.472 0.250 -0.292
H -5.7957 -0.0842 -0.1068 0.952 -0.395 -0.150
H -4.9354 -1.4953 -0.7482 -0.409 -2.661 -0.246
H 2.1992 0.6864 1.8059 -0.048 -1.734 -0.248
H 1.0610 -0.7634 1.7734 1.257 0.264 -0.261
H 2.8129 -1.0232 1.8890 1.533 -1.097 1.144
H 3.6790 1.2419 0.0814 -0.546 1.215 0.508
H 3.8098 0.4228 -1.4361 -0.311 0.114 -0.678
H 4.5373 -0.2460 0.0161 -2.193 0.669 -0.718
H 1.4673 1.4565 -0.4488 -0.398 0.667 -0.173
H 1.3617 0.3189 -1.8417 -0.645 0.469 1.116
H 2.0547 -1.4147 -0.5391 0.983 0.505 0.523
H -2.6034 0.8288 1.4270 0.236 -0.202 -0.288
```
Positions in Å, forces in eV/Å.

Computed properties:
E, Ha: -671.06505
2S+1: 1
Frontier orbital gap (alpha / beta), eV: 7.45 / 7.45
Highest occupied orbital energy (alpha / beta), eV: -7.42 / -7.42
Energy above the lowest of the compared OMol25 structures with the same formula, charge and spin, kJ/mol: 180.0

Here are the Löwdin charges for atoms 1 to 6, given in e:
1. C -0.66
2. C -0.34
3. C -0.11
4. C -0.08
5. C -0.12
6. C -0.37

Entry from the Open Molecules 2025 dataset: a 2-piece molecular cluster, C7H14O overall in a non-equilibrium geometry (ωB97M-V/def2-TZVPD).

XYZ file:
```
22
Properties=species:S:1:pos:R:3:forces:R:3
C 1.0925 1.9662 1.8870 0.963 -0.512 0.456
C 1.0174 0.5366 1.2633 1.071 1.539 -1.279
C 0.5819 0.5471 -0.1820 -0.101 -0.520 -0.088
C -0.6467 0.0618 -0.6372 -0.980 -0.395 0.396
C -1.7227 -0.4210 0.1530 0.076 0.022 -0.377
C -3.0162 -0.5630 -0.3236 -0.187 -0.053 0.566
C 1.6212 0.9628 -1.1683 1.022 -0.732 1.129
H 0.1425 2.3511 2.1810 -0.923 0.126 0.202
H 1.5215 2.7115 1.2252 0.122 -0.094 -0.451
H 1.7535 1.9796 2.7791 -0.327 -0.123 -0.157
H 2.0845 0.2000 1.2445 -0.542 -0.269 0.368
H 0.4133 -0.0875 1.8849 -0.303 -0.558 0.455
H -0.9674 0.0347 -1.6977 0.777 0.575 0.217
H -1.4956 -0.7189 1.1727 -0.161 0.113 0.177
H -3.8327 -0.9308 0.3239 0.479 0.212 -0.609
H -3.2221 -0.1507 -1.3133 -0.313 -0.261 0.207
H 2.6460 0.6838 -0.8042 -0.410 0.009 -0.050
H 1.6834 2.0341 -1.2392 0.005 0.738 -0.758
H 1.5309 0.4317 -2.1097 -0.279 0.377 -0.518
H 1.0171 -2.5317 -0.3905 -0.060 0.055 0.142
H 0.1724 -1.9405 -1.4809 -0.221 -0.492 0.604
O 0.3558 -2.7968 -1.0359 0.292 0.244 -0.631
```
Positions in Å, forces in eV/Å.

Computed properties:
E, Ha: -350.27668
2S+1: 2
⟨S²⟩: 0.770
Charge: -1
Frontier orbital gap (alpha / beta), eV: 3.76 / 6.56
Highest occupied orbital energy (alpha / beta), eV: 0.24 / -2.77
Energy above the lowest of the compared OMol25 structures with the same formula, charge and spin, kJ/mol: 1.5

Here are the Löwdin charges for atoms 1 to 6, given in e:
1. C -0.12
2. C -0.25
3. C -0.39
4. C -0.21
5. C -0.30
6. C -0.14

Entry from the Open Molecules 2025 dataset: a 2-piece molecular cluster, C7H14O overall in a non-equilibrium geometry (ωB97M-V/def2-TZVPD).

XYZ file:
```
22
Properties=species:S:1:pos:R:3:forces:R:3
C 1.0116 -1.4450 1.5951 -0.995 -1.055 -1.322
C 0.5709 -0.0162 1.6617 -0.638 0.012 -1.348
C 0.7707 0.7033 0.2771 3.073 0.679 2.225
C 0.3688 2.1693 0.3382 -0.715 -0.243 -0.857
O 1.6842 0.3479 -0.4542 -1.200 0.010 -0.043
H 0.4101 -1.8905 0.6958 1.652 0.487 1.699
H 0.7071 -2.0324 2.4617 0.151 0.130 0.144
H 2.0853 -1.5323 1.4271 -0.151 -0.124 -0.105
H -0.4856 0.0488 1.9209 -0.048 0.110 0.232
H 1.1507 0.5652 2.3790 -0.034 0.165 -0.010
H -0.6759 2.2740 0.6308 -0.037 0.149 0.012
H 0.9860 2.6819 1.0766 0.053 -0.223 0.066
H 0.5436 2.6381 -0.6297 -0.072 0.037 0.034
C -0.8183 -1.6667 -0.7443 -1.176 1.470 -0.997
C -1.1608 -0.3591 -0.9012 -1.242 -2.250 -0.968
C -0.9379 0.3495 -2.2095 0.607 0.504 0.426
H -1.4311 -2.3311 -0.1502 0.384 0.061 0.505
H -0.1106 -2.1193 -1.4306 0.062 -0.020 0.092
H -2.0067 0.0088 -0.3293 0.127 0.084 0.338
H 0.0375 0.0838 -2.6118 -0.001 0.022 -0.187
H -1.7239 0.0928 -2.9269 0.099 -0.118 0.167
H -0.9756 1.4294 -2.0763 0.100 0.114 -0.106
```
Positions in Å, forces in eV/Å.

Computed properties:
E, Ha: -350.27948
2S+1: 1
Frontier orbital gap, eV: 9.71
Highest occupied orbital energy, eV: -9.12
Energy above the lowest of the compared OMol25 structures with the same formula, charge and spin, kJ/mol: 210.0

Here are the Löwdin charges for atoms 1 to 6, given in e:
1. C -0.11
2. C -0.20
3. C -0.49
4. C -0.03
5. O 0.05
6. H 0.05

Entry from the Open Molecules 2025 dataset: a 3-piece molecular cluster, C7H14O overall in a non-equilibrium geometry (ωB97M-V/def2-TZVPD).

XYZ file:
```
22
Properties=species:S:1:pos:R:3:forces:R:3
C -0.0595 -0.1052 -0.7271 -1.787 -0.418 2.409
C -0.9547 0.0243 1.1536 -0.110 -0.626 -1.136
C 0.4883 -1.5076 -0.7958 0.056 0.132 0.008
C -1.1841 0.2355 -1.6760 0.122 0.024 0.121
C -0.3112 -0.7408 2.2823 0.123 -0.066 -0.028
C 0.6439 0.8757 -0.0859 1.665 0.366 -1.846
C 1.3065 1.7106 0.6629 -0.233 0.040 0.010
O 1.6457 0.8033 -1.9067 0.021 0.478 0.502
H 1.2599 1.4806 -2.4785 0.146 0.021 0.117
H -1.8171 -0.4946 0.7415 -0.092 -0.032 0.133
H -1.2572 1.0370 1.4123 0.169 0.066 -0.171
H -0.2958 -2.2362 -0.5725 0.017 0.038 -0.021
H 0.8552 -1.6608 -1.8098 -0.047 0.013 0.025
H 1.3271 -1.6491 -0.1181 -0.044 0.033 0.021
H -0.8128 0.1088 -2.6921 0.020 0.019 0.038
H -2.0287 -0.4428 -1.5302 0.062 0.031 0.022
H -1.5208 1.2636 -1.5488 0.007 -0.042 0.012
H 2.1388 2.2448 0.2271 -0.038 -0.124 -0.025
H 1.0379 1.9039 1.6944 -0.090 -0.076 -0.043
H 0.5578 -0.2264 2.6952 -0.008 -0.015 -0.028
H 0.0043 -1.7382 1.9693 0.012 0.056 -0.033
H -1.0238 -0.8864 3.1029 0.027 0.082 -0.087
```
Positions in Å, forces in eV/Å.

Computed properties:
E, Ha: -350.15648
2S+1: 1
Frontier orbital gap (alpha / beta), eV: 8.31 / 8.31
Highest occupied orbital energy (alpha / beta), eV: -7.50 / -7.50
Energy above the lowest of the compared OMol25 structures with the same formula, charge and spin, kJ/mol: 532.9

Here are the Löwdin charges for atoms 1 to 6, given in e:
1. C -0.41
2. C -0.11
3. C -0.03
4. C -0.03
5. C -0.13
6. C -0.12

Entry from the Open Molecules 2025 dataset: C7H14O as an isolated structure in a non-equilibrium geometry (ωB97M-V/def2-TZVPD).

XYZ file:
```
22
Properties=species:S:1:pos:R:3:forces:R:3
C 2.8434 -0.0059 -0.8125 -0.746 1.025 -0.352
C 2.1988 0.9890 0.1927 1.109 -1.488 0.110
C 0.6730 0.9378 0.1918 -1.655 0.179 0.899
C 0.1324 -0.4313 0.6508 0.662 1.090 -1.899
C 0.0947 -1.4681 -0.2877 0.577 -1.535 2.302
C -1.1981 -0.9938 -0.7163 -2.539 1.475 -1.421
C -2.4628 -1.2950 -0.2249 1.652 -0.493 -1.067
H 2.3965 -0.9932 -0.7360 0.297 -0.123 0.439
H 2.5797 0.2726 -1.8323 0.349 0.241 -0.227
H 3.9210 -0.0141 -0.6655 0.009 -0.164 -0.190
H 2.6573 0.6257 1.1273 -0.666 0.490 0.302
H 2.5559 2.0215 0.0652 -0.232 -0.324 -0.174
H 0.2574 1.6575 0.9140 0.284 0.168 -0.326
H 0.2961 1.2211 -0.7982 0.190 -0.213 0.071
H -0.3025 -0.4361 1.6478 1.080 -0.657 0.669
H 0.1767 -2.4885 0.1031 -0.582 0.114 0.156
H -1.1773 -0.2529 -1.5194 -0.201 0.123 0.285
H -2.5924 -2.1221 0.4590 -0.031 0.071 0.334
H -3.3585 -0.9448 -0.7430 0.346 -0.100 -0.033
H -3.0979 1.9972 0.8192 0.046 0.165 -0.187
H -3.2596 0.4724 0.7957 0.174 0.191 0.135
O -3.3340 1.2510 1.3692 -0.123 -0.233 0.173
```
Positions in Å, forces in eV/Å.

Computed properties:
E, Ha: -350.17871
2S+1: 1
Frontier orbital gap, eV: 7.41
Highest occupied orbital energy, eV: -7.73
Energy above the lowest of the compared OMol25 structures with the same formula, charge and spin, kJ/mol: 474.6

Here are the Löwdin charges for atoms 1 to 6, given in e:
1. C -0.11
2. C -0.24
3. C -0.20
4. C -0.05
5. C -0.13
6. C -0.25

Entry from the Open Molecules 2025 dataset: a 2-piece molecular cluster, C7H14O overall in a non-equilibrium geometry (ωB97M-V/def2-TZVPD).

XYZ file:
```
22
Properties=species:S:1:pos:R:3:forces:R:3
C -0.3686 1.8588 -1.4848 0.592 -0.050 0.537
C -0.7374 1.1924 -0.3960 -0.290 -1.570 -1.170
C -1.5004 1.7975 0.7438 0.317 -0.198 0.176
C -0.5529 -0.4995 -0.5369 -3.822 2.757 -2.152
C -1.4692 -1.2081 0.4323 1.067 -0.655 0.519
O -0.3557 -0.9276 -1.6587 0.872 0.014 1.324
H 0.1372 1.3328 -2.2835 -0.110 -0.043 -0.121
H -0.3956 2.9391 -1.5331 -0.293 0.060 -0.066
H -1.5092 2.8848 0.6623 0.014 -0.036 -0.036
H -2.5343 1.4489 0.7542 0.005 -0.024 -0.010
H -1.0590 1.5346 1.7066 -0.012 0.011 0.078
H -2.5051 -1.0171 0.1536 0.119 0.262 -0.221
H -1.3088 -2.2820 0.3500 0.020 -0.048 0.144
H -1.3205 -0.8724 1.4555 -0.014 -0.084 0.102
C 1.7671 -0.3767 0.4348 -0.839 2.478 -0.078
C 2.0946 -1.7906 -0.0039 -0.802 0.068 -0.310
H 1.9319 -0.2403 1.5032 -0.042 0.052 0.068
H 2.4153 0.3298 -0.0888 0.391 -0.033 0.086
H 0.7306 0.3468 0.1641 2.918 -2.879 1.057
H 1.5867 -2.5216 0.6253 -0.024 -0.119 -0.097
H 1.7885 -1.9334 -1.0398 -0.066 -0.184 0.000
H 3.1649 -1.9960 0.0399 -0.002 0.218 0.172
```
Positions in Å, forces in eV/Å.

Computed properties:
E, Ha: -350.24311
2S+1: 1
Frontier orbital gap, eV: 10.09
Highest occupied orbital energy, eV: -9.24
Energy above the lowest of the compared OMol25 structures with the same formula, charge and spin, kJ/mol: 305.5

Here are the Löwdin charges for atoms 1 to 6, given in e:
1. C 0.05
2. C -0.31
3. C -0.08
4. C -0.47
5. C -0.02
6. O 0.04